104
Properties=species:S:1:pos:R:3 method="wB97M-V/def2-TZVPD" charge=-1 energy_ev=-91158.5685 homo_ha="-0.13506 / -0.24755" spin_multiplicity=2 lumo_ev="0.126 / 0.134" homo_lumo_gap_ev="3.80 / 6.87" relative_energy_ev=0.197
Pt 0.58 1.01 -0.50
C 4.26 -2.65 -1.34
C 2.94 -2.38 -0.62
C 2.12 -3.67 -0.57
C 3.13 -1.79 0.77
C 4.25 -2.08 1.54
C 4.42 -1.54 2.80
C 3.46 -0.69 3.33
C 2.31 -0.37 2.61
C 1.29 0.58 3.20
C 1.89 1.97 3.39
C 0.71 0.04 4.51
C 2.17 -0.95 1.34
N 0.97 -0.64 0.61
C -0.09 -1.33 0.89
C -1.37 -0.88 0.32
N -1.35 0.21 -0.35
C -2.54 0.79 -0.89
C -2.76 0.67 -2.26
C -3.92 1.25 -2.77
C -4.80 1.93 -1.94
C -4.53 2.07 -0.59
C -3.38 1.51 -0.03
C -3.00 1.78 1.41
C -2.21 3.09 1.49
C -4.20 1.80 2.36
C -1.76 -0.05 -3.14
C -2.01 -1.56 -3.13
C -1.71 0.47 -4.57
C -2.42 -1.79 0.79
C -3.77 -1.89 0.58
C -4.46 -2.93 1.26
C -3.83 -3.81 2.10
C -2.43 -3.72 2.32
C -1.64 -4.55 3.15
C -0.29 -4.33 3.27
C 0.38 -3.29 2.57
C -0.37 -2.47 1.76
C -1.76 -2.70 1.65
H 4.04 -2.89 -2.38
H 4.79 -3.49 -0.89
H 4.92 -1.78 -1.33
H 2.37 -1.66 -1.21
H 2.63 -4.43 0.03
H 1.99 -4.04 -1.59
H 1.13 -3.52 -0.14
H 5.02 -2.73 1.13
H 5.30 -1.78 3.38
H 3.60 -0.26 4.32
H 0.46 0.68 2.49
H 2.73 1.94 4.08
H 1.14 2.66 3.79
H 2.24 2.37 2.44
H 1.48 -0.01 5.29
H 0.29 -0.96 4.38
H -0.08 0.70 4.87
H -4.11 1.20 -3.83
H -5.68 2.40 -2.36
H -5.19 2.65 0.03
H -2.34 0.98 1.76
H -2.83 3.93 1.15
H -1.34 3.08 0.84
H -1.89 3.29 2.52
H -4.85 2.65 2.16
H -3.86 1.89 3.39
H -4.79 0.89 2.27
H -0.77 0.11 -2.71
H -2.99 -1.79 -3.55
H -1.98 -1.98 -2.12
H -1.24 -2.06 -3.72
H -2.59 0.16 -5.14
H -0.82 0.06 -5.06
H -1.64 1.56 -4.60
H -4.29 -1.21 -0.07
H -5.53 -3.02 1.10
H -4.40 -4.59 2.59
H -2.10 -5.36 3.70
H 0.30 -4.98 3.90
H 1.45 -3.16 2.68
C 4.09 1.17 -0.35
P 2.57 1.97 -0.95
C 2.65 3.67 -0.34
C 2.77 2.07 -2.73
H 4.95 1.77 -0.67
H 4.16 0.18 -0.78
H 4.08 1.09 0.74
H 3.55 4.16 -0.74
H 2.68 3.69 0.75
H 1.77 4.22 -0.68
H 3.68 2.63 -2.96
H 1.92 2.62 -3.14
H 2.82 1.07 -3.15
F -0.14 2.64 -1.35
Sb -0.96 4.73 -2.45
F -1.93 4.05 -4.00
F -2.59 4.69 -1.36
F -1.29 6.51 -3.01
F 0.04 5.43 -0.90
F 0.75 4.66 -3.42
F 1.18 -0.83 -2.90
B 1.91 -1.52 -3.91
F 1.91 -2.90 -3.61
F 1.33 -1.29 -5.15
F 3.24 -1.04 -3.88